Model one:
{"formula": "C6H11N", "method": "ωB97M-V with the def2-TZVPD basis set", "gap_ev": [8.20, 6.81], "elements": ["C", "C", "C", "C", "C", "C", "N", "H", "H", "H", "H", "H", "H", "H", "H", "H", "H", "H"], "positions_angstrom": [[2.98, 0.12, 0.23], [-0.37, 0.40, -1.11], [0.86, 1.04, -0.40], [-1.20, -0.28, -0.09], [-0.80, -1.65, 0.26], [-1.88, 0.67, 0.79], [1.69, 0.11, -0.04], [3.46, -0.77, 0.62], [3.73, 0.77, -0.16], [-1.02, 1.12, -1.72], [-0.01, -0.24, -1.93], [0.68, 2.03, -0.12], [0.30, -1.69, 0.61], [-0.81, -2.25, -0.66], [-1.42, -2.12, 1.11], [-1.62, 0.43, 1.80], [-2.93, 0.63, 0.46], [-1.63, 1.67, 0.34]], "nbo_charge": [-0.145, -0.502, 0.048, 0.113, -0.684, -0.678, -0.419, 0.163, 0.159, 0.206, 0.214, 0.183, 0.242, 0.223, 0.213, 0.224, 0.228, 0.212]}

Model two:
{"formula": "C6H11N", "method": "ωB97M-V with the def2-TZVPD basis set", "smiles": "C=C/N=C(/C)CC", "gap_ev": 9.88, "elements": ["C", "C", "C", "C", "H", "H", "H", "H", "H", "H", "H", "H", "C", "C", "N", "H", "H", "H"], "positions_angstrom": [[-0.20, 0.98, 0.37], [-0.46, 1.34, -1.08], [-0.98, -1.16, 1.07], [-2.04, -1.37, 0.26], [0.48, 1.70, 0.83], [-1.10, 1.16, 0.96], [-1.06, -1.05, 2.15], [0.47, 1.46, -1.64], [-1.03, 0.55, -1.59], [-1.02, 2.28, -1.17], [-1.91, -1.72, -0.76], [-3.04, -1.08, 0.56], [2.36, -0.31, -0.15], [0.95, -0.43, 0.32], [0.35, -1.49, 0.67], [2.63, 0.70, -0.45], [3.07, -0.59, 0.64], [2.54, -0.97, -1.01]], "nbo_charge": [-0.475, -0.621, -0.009, -0.465, 0.193, 0.233, 0.202, 0.201, 0.209, 0.208, 0.201, 0.202, -0.699, 0.367, -0.465, 0.228, 0.245, 0.245]}

Model three:
{"formula": "C6H11N", "method": "ωB97M-V with the def2-TZVPD basis set", "smiles": "C=C/C(=C\\N)CC", "gap_ev": 8.85, "elements": ["C", "C", "N", "C", "C", "C", "C", "H", "H", "H", "H", "H", "H", "H", "H", "H", "H", "H"], "positions_angstrom": [[1.24, -1.77, -0.40], [1.24, -0.20, -0.63], [-2.17, 1.62, -0.92], [-0.82, 1.15, -1.14], [-0.05, 0.43, -0.23], [-0.62, 0.38, 1.20], [0.30, 0.15, 2.20], [0.78, -2.26, 0.51], [0.61, -2.19, -1.19], [2.29, -2.13, -0.63], [2.09, 0.19, -0.10], [1.22, -0.08, -1.74], [-2.89, 1.01, -1.33], [-2.51, 1.93, 0.01], [-0.52, 1.04, -2.27], [-1.67, 0.55, 1.28], [0.16, 0.45, 3.33], [1.33, -0.27, 2.03]], "nbo_charge": [-0.621, -0.433, -0.873, -0.007, -0.064, -0.226, -0.395, 0.222, 0.204, 0.210, 0.212, 0.220, 0.373, 0.377, 0.186, 0.210, 0.205, 0.199]}

Least stable of them? model one.